# 1
{"formula": "C5H18O3", "method": "ωB97M-V/def2-TZVPD", "relative_energy_kj_mol": 70.6, "homo_energy_ev": -11.00, "smiles": "CCCCC.O.O.O", "spin_multiplicity": 1, "gap_ha": 0.41904, "symbols": ["C", "C", "C", "C", "C", "H", "H", "H", "H", "H", "H", "H", "H", "H", "H", "H", "H", "O", "H", "H", "O", "H", "H", "O", "H", "H"], "positions_angstrom": [[0.085790, -3.318104, 0.046344], [0.770157, -2.104802, 0.657753], [-0.237749, -1.048759, 1.136190], [-0.514518, 0.030255, 0.079249], [0.665145, 0.984477, -0.163587], [-0.941726, -3.122063, -0.293576], [0.632470, -3.680929, -0.832550], [0.001664, -4.189990, 0.700535], [1.340659, -2.354877, 1.547449], [1.456925, -1.713713, -0.068556], [-1.193420, -1.555160, 1.273445], [0.075265, -0.559084, 2.058833], [-0.817891, -0.358307, -0.892512], [-1.380619, 0.618188, 0.395431], [0.327935, 2.000313, -0.397607], [1.311940, 1.134684, 0.696818], [1.302854, 0.585703, -0.946457], [-1.130490, 4.091782, -1.976769], [-1.871248, 4.072664, -2.591256], [-0.807525, 3.191388, -1.883589], [-5.460788, 2.255093, -3.044977], [-4.815963, 2.731362, -3.575010], [-5.391078, 1.323531, -3.278538], [5.709624, 0.533917, 3.464906], [5.442201, -0.397959, 3.545863], [5.440385, 0.850380, 4.342159]], "forces_ev_per_angstrom": [[-0.167, -0.807, -0.596], [-0.602, 0.022, 0.887], [-0.354, 0.181, -1.344], [0.043, 0.849, 0.377], [-0.063, 0.071, 0.083], [0.274, 0.231, 0.044], [-0.075, 0.064, 0.113], [0.082, 0.232, 0.242], [0.345, -0.470, -0.115], [0.407, 0.497, -0.235], [0.003, -0.057, 0.560], [-0.059, -0.064, 0.021], [0.024, -0.510, 0.018], [0.032, 0.013, 0.184], [0.036, -0.231, -0.352], [-0.048, -0.247, 0.364], [0.122, 0.242, -0.240], [0.033, 0.231, 0.044], [0.118, -0.182, 0.092], [-0.140, -0.058, -0.130], [-0.112, 0.015, 0.154], [-0.009, -0.175, -0.081], [0.111, 0.153, -0.087], [-0.474, -0.607, 0.788], [0.251, 0.310, -0.426], [0.220, 0.296, -0.363]]}

# 2
{"formula": "C2H8O", "method": "ωB97M-V/def2-TZVPD", "relative_energy_kj_mol": 122.5, "homo_energy_ev": [-17.18, -14.34], "total_charge": 1, "spin_multiplicity": 2, "gap_ha": [0.52255, 0.07784], "symbols": ["C", "C", "H", "H", "H", "H", "H", "H", "H", "H", "O"], "positions_angstrom": [[-2.066179, 0.358408, 0.064592], [-1.387809, -0.330196, -1.200215], [-2.573190, -0.366237, 0.904024], [-2.882168, 0.933175, -0.319044], [-1.317011, 0.972910, 0.637774], [-2.069758, -0.251491, -2.056060], [-0.568605, 0.201905, -1.574164], [-1.150917, -1.358346, -1.012035], [4.869955, -0.034450, 2.247898], [4.373496, -0.440059, 0.936142], [4.772189, 0.314384, 1.371091]], "forces_ev_per_angstrom": [[-0.021, -2.289, -0.438], [-2.991, 1.861, 0.814], [1.009, 1.638, -1.123], [-0.893, 0.162, -0.143], [0.277, -0.952, 0.128], [-0.267, 0.025, 0.371], [2.096, 0.458, -0.501], [0.794, -0.888, 0.890], [0.402, 0.007, 1.334], [-0.234, -0.326, -0.778], [-0.173, 0.304, -0.553]]}

# 3
{"formula": "C22H32N2O3", "method": "ωB97M-V/def2-TZVPD", "relative_energy_kj_mol": 7.0, "homo_energy_ev": -8.89, "smiles": "O=C1CC[C@@H](C(=O)N(CCO)Cc2ccccc2)CN1CC1CCCCC1", "spin_multiplicity": 1, "gap_ha": 0.34913, "symbols": ["O", "C", "C", "C", "C", "C", "O", "N", "C", "C", "O", "C", "C", "C", "C", "C", "C", "C", "C", "N", "C", "C", "C", "C", "C", "C", "C", "H", "H", "H", "H", "H", "H", "H", "H", "H", "H", "H", "H", "H", "H", "H", "H", "H", "H", "H", "H", "H", "H", "H", "H", "H", "H", "H", "H", "H", "H", "H", "H"], "positions_angstrom": [[0.736602, -2.903771, -2.264924], [0.234565, -2.238301, -1.375959], [-1.066535, -2.690863, -0.730905], [-1.421202, -1.988752, 0.569073], [-1.216902, -0.485255, 0.374147], [-1.624762, 0.241927, 1.644308], [-0.877873, 0.291021, 2.609695], [-2.852186, 0.810140, 1.673475], [-3.269393, 1.435125, 2.914601], [-4.022039, 0.441008, 3.811166], [-3.327463, -0.767423, 3.960156], [-3.813305, 0.735351, 0.593874], [-3.417599, 1.552107, -0.617069], [-3.879922, 1.191301, -1.876758], [-3.532591, 1.933464, -2.991286], [-2.716201, 3.043904, -2.858927], [-2.254458, 3.410996, -1.606662], [-2.605507, 2.671588, -0.490960], [0.269402, -0.256631, 0.117532], [0.765934, -1.060933, -0.975642], [1.993470, -0.617794, -1.607567], [3.259098, -0.915530, -0.781648], [4.413327, -1.310236, -1.706342], [5.670384, -1.637816, -0.906242], [6.082392, -0.450215, -0.042844], [4.938865, -0.053720, 0.884437], [3.684785, 0.275935, 0.079020], [-0.997845, -3.770860, -0.589690], [-1.847378, -2.517110, -1.478160], [-0.774575, -2.329506, 1.379847], [-2.451906, -2.213347, 0.852535], [-1.784245, -0.140797, -0.490711], [-3.896069, 2.303239, 2.700014], [-2.361892, 1.763629, 3.429975], [-4.203490, 0.916130, 4.787489], [-4.988850, 0.176256, 3.371831], [-2.388742, -0.570586, 4.085770], [-3.981469, -0.306691, 0.301315], [-4.764734, 1.116371, 0.977593], [-4.512502, 0.321346, -1.983790], [-3.895248, 1.640466, -3.965081], [-2.439792, 3.619854, -3.729083], [-1.618216, 4.276585, -1.496337], [-2.236949, 2.958837, 0.482897], [0.441459, 0.796580, -0.132251], [0.816731, -0.478793, 1.042742], [2.050636, -1.154901, -2.557306], [1.914575, 0.454458, -1.812003], [3.040761, -1.767114, -0.128177], [4.622386, -0.484362, -2.390989], [4.119609, -2.176546, -2.301678], [6.481724, -1.904494, -1.586697], [5.475068, -2.500429, -0.265151], [6.968237, -0.703200, 0.543446], [6.336923, 0.395255, -0.686445], [5.227801, 0.810602, 1.486442], [4.723466, -0.878938, 1.567074], [3.891687, 1.128871, -0.573075], [2.881952, 0.562570, 0.759904]], "forces_ev_per_angstrom": [[0.092, -0.324, -0.163], [-0.346, -0.169, -0.013], [0.033, -0.072, 0.072], [-0.144, 0.058, -0.188], [0.336, -0.131, 0.290], [-0.042, -0.020, -0.485], [0.304, -0.134, 0.304], [-0.236, 0.256, 0.191], [0.009, -0.241, 0.412], [-0.091, 0.437, -0.017], [0.286, -0.303, 0.071], [0.037, -0.082, -0.222], [-0.119, 0.075, -0.069], [-0.003, 0.027, 0.135], [-0.028, -0.006, -0.076], [0.022, 0.050, -0.080], [0.023, 0.068, -0.023], [-0.048, -0.079, 0.046], [-0.218, 0.181, 0.374], [0.013, 0.305, -0.123], [0.258, -0.292, -0.143], [-0.026, 0.308, -0.354], [-0.038, -0.285, 0.294], [0.099, 0.277, -0.226], [-0.051, -0.266, 0.210], [0.080, 0.298, -0.164], [0.008, -0.336, 0.283], [0.030, 0.064, -0.103], [0.037, -0.031, -0.008], [-0.018, 0.030, 0.070], [0.014, -0.032, 0.055], [0.028, -0.055, 0.034], [0.018, -0.001, -0.013], [-0.202, 0.060, -0.072], [-0.073, 0.002, -0.154], [0.017, 0.096, 0.044], [-0.031, -0.026, -0.053], [-0.065, 0.089, -0.014], [0.081, -0.134, 0.017], [-0.057, -0.120, -0.018], [-0.022, -0.027, -0.090], [0.029, 0.045, -0.077], [0.054, 0.075, 0.004], [0.054, 0.019, 0.098], [0.036, -0.075, 0.043], [-0.086, 0.140, -0.100], [0.008, 0.164, 0.099], [-0.010, 0.001, 0.013], [-0.022, -0.034, 0.015], [-0.003, 0.059, -0.112], [-0.053, 0.036, -0.098], [0.016, -0.093, 0.028], [0.018, -0.089, 0.018], [0.059, 0.064, -0.031], [0.064, 0.062, -0.027], [-0.010, -0.042, 0.088], [-0.007, -0.026, 0.092], [-0.046, 0.082, -0.059], [-0.069, 0.095, -0.027]]}

# 4
{"formula": "C17H12DyN2S", "method": "ωB97M-V/def2-TZVPD", "homo_energy_ev": [-16.34, -16.34], "total_charge": 3, "spin_multiplicity": 6, "gap_ha": [0.12411, 0.17624], "symbols": ["C", "C", "C", "C", "C", "C", "C", "C", "C", "C", "S", "C", "C", "C", "C", "C", "C", "N", "N", "C", "H", "H", "H", "H", "H", "H", "H", "H", "H", "H", "H", "H", "Dy"], "positions_angstrom": [[4.811908, -0.427330, 0.066514], [4.102213, -0.698459, 1.220773], [2.889047, -0.045127, 1.373025], [2.479487, 0.819183, 0.382379], [1.159364, 1.513277, 0.515825], [0.955433, 2.621766, 1.305820], [-0.317771, 3.236590, 1.341666], [-1.389827, 2.769220, 0.613850], [-1.223541, 1.632646, -0.171424], [0.069166, 1.012954, -0.219214], [0.242945, -0.357824, -1.249763], [-1.347585, -1.106870, -1.003030], [-1.473302, -2.484999, -0.937024], [-2.742734, -3.015553, -0.740610], [-3.851964, -2.186470, -0.610822], [-3.719447, -0.815720, -0.685049], [-2.453523, -0.258960, -0.870555], [-2.250093, 1.112357, -0.946602], [3.146232, 1.123776, -0.730807], [4.308121, 0.478912, -0.846367], [5.753664, -0.910932, -0.129598], [4.485264, -1.384538, 1.956822], [2.280336, -0.197252, 2.250960], [1.761429, 3.016007, 1.903257], [-0.429476, 4.102675, 1.974252], [-2.334246, 3.287974, 0.658673], [-0.588009, -3.094974, -1.024220], [-2.804617, -4.104603, -0.668708], [-4.839936, -2.605656, -0.444827], [-4.583300, -0.175870, -0.602948], [-3.114662, 1.627268, -0.813794], [4.889819, 0.699698, -1.728927], [-3.932520, -5.744260, -0.948583]], "forces_ev_per_angstrom": [[0.076, -0.213, 0.286], [-0.034, 0.185, -0.360], [0.167, -0.244, 0.365], [-0.627, 0.684, 0.054], [0.217, 0.053, -0.167], [-0.181, -0.504, -0.362], [0.055, 0.082, 0.022], [0.145, 0.116, -0.127], [0.463, 0.451, -0.077], [-0.532, -0.260, -0.213], [0.287, -0.405, 0.389], [0.497, 0.574, -0.094], [-0.008, 0.061, -0.065], [0.439, 0.536, -0.208], [-0.440, -0.421, -0.023], [0.089, -0.019, -0.173], [0.042, -0.399, -0.490], [-0.622, -0.156, 1.428], [0.136, -0.713, 0.428], [0.262, 0.303, -0.711], [0.171, -0.002, -0.034], [-0.014, -0.084, 0.165], [-0.089, 0.003, 0.101], [0.115, 0.055, 0.064], [-0.171, 0.139, 0.050], [-0.175, -0.004, -0.018], [0.067, -0.154, -0.005], [0.672, 0.757, 0.358], [-0.117, 0.126, 0.054], [-0.170, 0.031, 0.069], [0.021, 0.191, -0.296], [-0.004, 0.086, -0.159], [-0.738, -0.855, -0.250]]}